Entry 1:
The following is a DFT calculation (ωB97M-V/def2-TZVPD) of a cluster of 3 separate species, C6H16O2 in total in a non-equilibrium geometry.

Geometry as ORCA input:
```
! wB97M-V def2-TZVPD RIJCOSX def2/J DEFGRID3
* xyz 0 1
C -0.331 2.180 -0.970
C 0.446 2.311 0.333
C 0.023 1.292 1.434
C -0.417 -0.063 1.012
C 0.110 -1.218 1.393
C -0.308 -2.596 1.010
H 0.116 1.396 -1.576
H -0.384 3.048 -1.623
H -1.366 1.893 -0.775
H 0.209 3.276 0.786
H 1.511 2.259 0.120
H -0.790 1.803 1.958
H 0.862 1.235 2.132
H -1.194 -0.159 0.255
H 0.872 -1.132 2.163
H -1.173 -2.660 0.352
H -0.554 -3.165 1.910
H 0.547 -3.096 0.543
H 1.764 -1.621 -1.338
H 0.956 -0.604 -0.546
O 1.582 -0.678 -1.256
H -1.334 -1.724 -2.698
H -0.094 -1.079 -2.338
O -1.051 -0.897 -2.283
*
```

Output
* energy relative to the best compared isomer or geometry (same formula, charge and spin): 15.80 kcal/mol

---

Entry 2:
The following is a DFT calculation (ωB97M-V/def2-TZVPD) of a cluster of 3 separate species, C6H16O2 in total in a non-equilibrium geometry.

Geometry as ORCA input:
```
! wB97M-V def2-TZVPD RIJCOSX def2/J DEFGRID3
* xyz 0 1
C 0.447 -1.899 1.373
C 0.992 -0.505 1.117
C 0.287 0.189 -0.089
C 0.097 -0.487 -1.222
C 0.100 1.689 0.098
C -1.166 2.201 -0.655
H -0.445 -2.109 0.785
H -0.016 -1.978 2.359
H 1.102 -2.741 1.146
H 0.784 0.144 1.969
H 2.063 -0.447 0.921
H 0.410 -1.482 -1.496
H -0.392 0.103 -1.997
H 1.014 2.128 -0.281
H -0.133 1.841 1.147
H -1.068 2.301 -1.730
H -1.414 3.162 -0.208
H -1.946 1.442 -0.561
H -2.755 -2.013 0.073
H -3.451 -1.268 1.281
O -3.029 -2.074 1.006
H 2.984 1.123 -2.220
H 2.466 -0.043 -1.497
O 3.067 0.723 -1.319
*
```

Output
* energy relative to the best compared isomer or geometry (same formula, charge and spin): 29.87 kcal/mol

---

Entry 3:
The following is a DFT calculation (ωB97M-V/def2-TZVPD) of a cluster of 2 separate species, C6H16O2 in total in a non-equilibrium geometry.

Geometry as ORCA input:
```
! wB97M-V def2-TZVPD RIJCOSX def2/J DEFGRID3
* xyz 0 1
C 0.753 -0.383 -2.028
O 0.787 -1.831 -1.950
C 1.755 0.271 -1.107
C 1.412 0.261 0.415
C -0.069 0.072 0.853
C -0.074 -0.096 2.374
C -0.900 1.271 0.431
H -0.257 -0.090 -1.783
H 1.066 -0.212 -3.041
H 0.918 -2.110 -1.030
H 1.872 1.309 -1.424
H 2.753 -0.166 -1.177
H 2.043 -0.499 0.879
H 1.704 1.202 0.886
H -0.397 -0.877 0.446
H -1.100 -0.160 2.735
H 0.452 0.712 2.871
H 0.406 -1.037 2.628
H -1.253 1.251 -0.596
H -0.397 2.225 0.656
H -1.758 1.397 1.081
H -3.378 -1.526 -0.351
H -2.780 -0.362 -1.135
O -3.562 -0.623 -0.634
*
```

Output
* energy relative to the best compared isomer or geometry (same formula, charge and spin): 12.18 kcal/mol

---

Entry 4:
The following is a DFT calculation (ωB97M-V/def2-TZVPD) of a cluster of 2 separate species, C6H16O4 in total in a non-equilibrium geometry.

Geometry as ORCA input:
```
! wB97M-V def2-TZVPD RIJCOSX def2/J DEFGRID3
* xyz 0 1
O -1.162 -0.817 1.111
O 1.294 -2.238 4.371
C -0.804 -1.056 2.489
C 0.814 -0.883 4.406
C 0.437 -0.382 3.018
H -1.623 -1.596 0.736
H 0.727 -2.663 5.048
H -1.695 -0.719 3.051
H -0.651 -2.130 2.712
H 1.619 -0.232 4.799
H -0.066 -0.766 5.067
H 1.275 -0.551 2.314
H 0.209 0.701 3.015
O 1.520 1.023 -4.631
O -1.480 -0.054 -1.624
C 0.506 1.844 -4.221
C -0.321 0.533 -2.151
C -0.590 1.110 -3.539
H 2.150 1.408 -5.275
H -1.274 -0.581 -0.824
H 0.907 2.606 -3.524
H 0.085 2.377 -5.095
H 0.474 -0.226 -2.279
H 0.016 1.246 -1.374
H -1.447 1.807 -3.463
H -0.918 0.238 -4.137
*
```

Output
* energy relative to the best compared isomer or geometry (same formula, charge and spin): 50.23 kcal/mol

---

Entry 5:
The following is a DFT calculation (ωB97M-V/def2-TZVPD) of the ion C6H17BClO5P2 with charge -1 in a non-equilibrium geometry.

Geometry as ORCA input:
```
! wB97M-V def2-TZVPD RIJCOSX def2/J DEFGRID3
* xyz -1 1
C -0.715 -2.561 1.890
C -1.175 -2.253 0.466
C -1.553 -0.790 0.217
B -0.301 0.240 -0.111
C 0.548 -0.213 -1.434
C 1.916 0.480 -1.698
C 3.106 -0.459 -1.647
Cl 3.783 -0.763 -0.016
P 0.760 0.504 1.508
O 1.453 2.032 1.479
O -0.389 0.666 2.722
P -1.128 1.955 -0.560
O -0.234 3.080 -0.924
O -2.280 1.754 -1.702
O -2.045 2.453 0.737
H -0.675 -3.643 2.015
H -1.401 -2.161 2.628
H 0.292 -2.186 2.041
H -2.066 -2.859 0.283
H -0.420 -2.622 -0.225
H -2.136 -0.458 1.078
H -2.218 -0.747 -0.644
H -0.085 0.049 -2.280
H 0.704 -1.289 -1.506
H 2.060 1.364 -1.086
H 1.912 0.821 -2.733
H 3.924 -0.044 -2.223
H 2.849 -1.423 -2.067
H 0.899 2.709 1.896
H -1.249 0.928 2.354
H -2.718 2.615 -1.832
H -1.414 2.823 1.377
*
```

---

E in a.u., matching the order above: -388.65555 -388.63312 -388.66130 -539.10690 -1782.98954
Molecular weight in g/mol, matching the order above: 120.192 120.192 120.192 152.190 277.410
Highest occupied orbital energy in eV, matching the order above: -9.39 -9.42 -10.41 -9.61 -3.70